A molecular structure, C20H40AgAsF6O15 at a distorted geometry. Source: the OMol25 dataset; level of theory: ωB97M-V/def2-TZVPD.

```
83
Properties=species:S:1:pos:R:3:forces:R:3
Ag -1.2196 -26.0368 -17.4624 0.02 -0.47 -0.07
As -0.3175 -27.4349 -13.5483 0.15 -0.57 -0.02
F -1.9113 -28.1994 -13.6124 0.95 0.49 -0.08
F 0.3767 -28.6544 -14.6154 -0.46 0.27 0.91
F 1.2449 -26.6597 -13.5003 -0.20 0.16 -0.20
F -0.9809 -26.1321 -12.5841 -0.09 0.00 -0.67
F 0.0798 -28.2419 -12.0387 -0.27 -0.04 -1.13
F -0.6794 -26.5421 -15.0846 -0.08 -0.06 1.01
C -6.2995 -25.6821 -18.8283 0.30 -1.75 -1.30
C -5.4339 -24.4858 -18.5753 -0.96 1.02 0.72
O -5.3538 -24.3445 -17.1388 0.33 -0.03 0.67
C -4.2548 -24.6497 -16.4582 0.75 0.27 -0.22
O -3.1381 -24.7791 -16.9181 -0.20 -0.05 -0.53
O -4.5165 -24.7188 -15.1737 0.40 0.24 -0.28
C -3.4317 -24.9295 -14.1970 -1.66 0.50 1.26
H -5.6778 -26.5764 -18.9346 0.00 0.02 -0.03
H -6.8580 -25.6123 -19.7651 0.19 0.24 -0.12
H -7.0473 -25.9947 -18.1013 0.16 0.84 0.50
H -5.9654 -23.5831 -18.8825 -0.01 0.03 0.09
H -4.4605 -24.4165 -19.0605 0.15 -0.62 0.22
H -3.9964 -24.4705 -13.3824 0.40 -0.73 0.65
H -2.5026 -24.3622 -14.1588 -0.02 0.01 -1.46
H -3.2708 -25.9932 -14.0505 0.14 0.07 -0.09
C -3.9923 -21.8781 -20.7718 -0.43 -0.22 0.07
C -3.3707 -23.0221 -21.5907 -1.80 0.05 -0.32
O -1.9673 -23.0184 -21.7039 0.05 0.07 0.10
C -1.2721 -23.6741 -20.7916 1.25 -0.12 1.21
O -1.6435 -24.2133 -19.7695 -0.63 0.06 -0.92
O 0.0163 -23.5833 -21.1441 -0.92 -0.40 -0.67
C 0.9034 -24.5708 -20.6246 1.61 1.81 0.47
H -4.9693 -22.1581 -20.3707 0.07 -0.49 -0.06
H -4.2694 -21.0155 -21.3773 0.71 0.19 -0.03
H -3.4163 -21.6095 -19.8868 0.27 0.12 -0.22
H -3.7308 -22.9734 -22.6197 0.15 0.32 -0.04
H -3.7660 -23.9901 -21.2756 0.51 -0.07 0.50
H 1.0728 -24.3846 -19.5625 -0.72 -0.74 0.21
H 1.8414 -24.1721 -21.0209 0.13 -0.75 -0.39
H 0.7182 -25.5947 -20.9342 -0.33 0.10 0.14
C -1.4400 -20.2891 -17.3421 0.58 -0.08 -1.16
C 0.0150 -20.7676 -17.4013 -0.78 0.98 0.46
O 0.1229 -22.1499 -17.7517 0.02 -0.36 0.10
C 0.2635 -23.1004 -16.8236 0.49 0.43 0.98
O 0.2185 -24.2775 -17.0649 0.14 -0.16 -0.58
O 0.5267 -22.6278 -15.6137 0.67 1.31 -0.92
C 0.9309 -23.4900 -14.5464 -1.37 -0.60 0.25
H -2.1383 -21.0831 -17.0841 0.02 0.20 0.60
H -1.7128 -19.9645 -18.3484 -0.26 0.05 0.06
H -1.4076 -19.4051 -16.7078 -0.68 -0.17 0.22
H 0.4373 -20.4759 -16.4418 0.55 -0.79 -0.08
H 0.4942 -20.1664 -18.1717 0.39 -0.48 -0.11
H -0.0237 -23.9473 -14.2787 0.49 -0.44 0.72
H 1.3084 -22.8362 -13.7659 -0.07 -0.04 -0.04
H 1.6466 -24.2748 -14.7840 -0.03 0.20 -0.45
C -3.1852 -27.2131 -20.6395 -0.85 -1.08 -0.01
C -3.0742 -28.5047 -19.7894 1.62 1.41 0.16
O -4.1329 -28.5322 -18.8397 0.27 -0.17 -0.19
C -3.8340 -28.3231 -17.5533 -0.74 -0.07 0.22
O -2.7674 -28.0809 -17.0529 0.23 0.23 -0.23
O -4.9939 -28.4206 -16.9201 -0.28 -0.60 -0.96
C -5.0847 -28.1450 -15.5469 -0.22 0.07 0.66
H -4.2142 -27.1107 -20.9897 -0.01 0.16 -0.04
H -2.5489 -27.2287 -21.5240 0.20 -0.06 0.13
H -2.9281 -26.3679 -20.0012 0.00 0.08 -0.11
H -2.1214 -28.3358 -19.2787 -0.06 -0.52 0.38
H -2.9789 -29.4817 -20.2577 -0.53 0.20 -0.45
H -4.5875 -27.1901 -15.3859 -0.11 -0.21 0.61
H -4.7224 -28.9617 -14.9208 0.61 0.20 -0.18
H -6.1552 -28.1182 -15.3422 0.07 0.48 -0.07
C 3.2388 -25.6227 -17.3205 1.49 0.07 -0.70
C 2.8352 -27.0625 -17.0433 0.18 0.46 0.97
O 2.8547 -27.8896 -18.2372 -1.30 0.78 -0.11
C 1.7634 -27.8128 -19.0059 0.83 -0.48 -0.73
O 0.6595 -27.4387 -18.7065 -0.24 0.25 0.18
O 2.1177 -28.2443 -20.2394 -0.51 0.04 1.53
C 1.1024 -28.4090 -21.2295 1.44 -0.32 -1.18
H 4.1154 -25.6082 -17.9769 -0.04 -0.17 -0.19
H 3.6427 -25.1205 -16.4398 -0.48 -0.17 0.34
H 2.5111 -24.9661 -17.7953 -0.38 -0.38 0.21
H 1.9168 -27.0129 -16.4548 -0.46 -0.74 -0.62
H 3.5382 -27.5936 -16.4054 0.23 0.34 0.00
H 0.0579 -28.2804 -20.9627 0.23 0.29 0.43
H 1.2874 -29.4014 -21.6442 -0.41 -0.15 0.20
H 1.4806 -27.7480 -22.0128 -0.87 0.26 -0.18
```
Forces are in eV/Å.

Results
Orbital gap: 10.411 eV
Max |F|: 2.47 eV/Å
Spin multiplicity: 1
HOMO energy: -10.1 eV
Relative energy (zero: lowest compared OMol25 entry of this formula, charge and spin): 46.4 kcal/mol

Löwdin atomic charge list, values in e, 4 entries: number 1, Ag, carries 0.81; number 2, As, carries 0.81; number 3, F, carries -0.27; number 4, F, carries -0.27


8 unconnected molecules or ions with the total composition C20H40Br10N2OS at a distorted geometry. Source: the OMol25 dataset; level of theory: ωB97M-V/def2-TZVPD.

```
74
Properties=species:S:1:pos:R:3:forces:R:3
C -17.0125 -20.7824 7.0447 0.17 0.65 0.52
C -17.4326 -22.0544 6.3794 0.01 -0.62 0.09
C -17.4995 -21.8892 4.8797 -0.24 -0.65 -0.63
C -18.3435 -20.7745 4.4821 1.14 -1.37 0.45
N -19.0161 -19.9008 4.2279 -1.26 1.69 -0.57
H -17.0294 -20.8824 8.1302 0.24 0.06 0.01
H -17.6438 -19.9278 6.7943 -0.25 -0.18 -0.01
H -16.0169 -20.4800 6.7072 0.11 -0.14 0.21
H -18.3786 -22.4449 6.7554 -0.17 0.28 0.02
H -16.7201 -22.8592 6.5728 0.12 0.08 0.08
H -17.9295 -22.7883 4.4295 0.11 0.02 -0.08
H -16.5046 -21.7664 4.4542 0.04 0.15 -0.04
C -21.6320 -18.8958 6.2005 0.16 -0.40 0.17
C -22.5615 -17.8666 6.8106 0.03 -0.35 0.70
C -22.0757 -16.4249 6.6808 0.13 -0.21 -0.15
C -21.9577 -16.0246 5.2773 -0.23 -0.28 2.35
N -21.8265 -15.7045 4.2005 0.27 0.57 -2.23
H -22.0258 -19.9015 6.3687 -0.15 0.08 -0.12
H -20.6623 -18.9057 6.7077 0.07 0.26 -0.26
H -21.5009 -18.7697 5.1263 0.13 0.05 0.00
H -22.6060 -18.0535 7.8887 -0.17 -0.11 -0.07
H -23.5680 -18.0155 6.4219 -0.07 0.33 -0.05
H -21.0816 -16.3463 7.1371 0.01 -0.01 -0.16
H -22.7157 -15.7335 7.2312 -0.15 0.04 -0.23
C -18.5477 -18.3411 10.1633 -0.45 0.09 -0.25
S -20.0748 -17.8088 9.3761 -0.34 -0.13 0.31
O -21.1662 -18.5087 10.1227 -0.10 -0.30 0.05
C -20.1283 -16.1037 9.9423 0.83 -0.17 0.23
H -17.6878 -17.9567 9.6251 0.08 0.19 0.13
H -18.5500 -19.4272 10.0939 -0.03 -0.04 0.03
H -18.6080 -18.0292 11.1995 0.28 0.02 0.18
H -20.0499 -15.9832 11.0236 0.05 -0.44 0.03
H -21.0922 -15.7013 9.6581 0.10 0.23 -0.44
H -19.2535 -15.6402 9.4802 -0.35 0.42 -0.19
Br -11.3918 -19.0104 7.6156 0.01 -0.02 -0.14
C -13.1019 -19.5185 8.3615 -0.22 -1.13 -0.39
C -13.4803 -18.5485 9.4136 0.15 0.51 0.46
Br -15.1101 -19.1441 10.2887 0.03 0.06 0.02
H -13.0117 -20.5225 8.7742 0.34 0.10 0.12
H -13.8368 -19.6354 7.5689 0.08 0.49 -0.17
H -13.6325 -17.5437 9.0375 -0.24 0.02 -0.11
H -12.6999 -18.4982 10.1654 -0.08 -0.05 0.20
Br -21.8104 -22.3030 13.9456 0.05 0.14 -0.07
C -21.3094 -20.6364 13.0467 -0.98 -0.52 0.07
C -19.9495 -20.1827 13.4012 0.52 0.12 0.01
Br -18.6011 -21.4047 12.7011 0.14 0.17 0.00
H -22.0761 -19.9256 13.3370 0.11 0.22 0.17
H -21.4258 -20.8116 11.9893 0.10 -0.07 -0.29
H -19.7662 -20.1152 14.4654 -0.08 -0.03 0.14
H -19.7812 -19.2152 12.9443 0.18 0.14 -0.13
Br -25.4108 -16.8190 9.2264 0.08 0.10 -0.09
C -23.7634 -16.6628 10.2605 -0.12 -0.41 0.02
C -24.1510 -16.5137 11.7013 0.05 0.28 0.04
Br -22.5499 -16.4140 12.8112 -0.03 0.01 0.06
H -23.2187 -15.7964 9.9081 -0.07 0.12 -0.13
H -23.1923 -17.5670 10.0800 0.08 0.02 0.00
H -24.7336 -17.3476 12.0658 -0.05 -0.12 0.02
H -24.6899 -15.5845 11.8450 -0.06 0.02 0.20
Br -13.9638 -20.7284 15.4628 0.00 0.11 0.01
C -14.7751 -19.4568 14.2128 0.44 -0.66 0.07
C -15.9488 -18.8317 14.8628 -0.93 0.03 0.20
Br -16.7825 -17.6114 13.5831 0.06 0.21 0.12
H -15.0693 -20.0656 13.3692 0.02 0.10 -0.24
H -14.0037 -18.7497 13.9446 0.08 0.10 -0.08
H -15.7323 -18.3093 15.7865 0.16 0.30 -0.11
H -16.7369 -19.5478 15.0681 0.09 -0.22 0.02
Br -17.6594 -16.9198 6.8299 0.03 0.12 -0.31
C -18.3894 -16.7703 4.9985 -0.74 0.43 0.84
C -18.4913 -15.3406 4.5405 0.18 -0.11 -0.48
Br -16.7524 -14.5007 4.2705 -0.22 -0.03 0.06
H -19.4194 -17.1132 5.1071 0.21 -0.35 -0.15
H -17.8104 -17.4535 4.4004 0.10 0.07 -0.26
H -19.0876 -14.7234 5.2038 0.24 0.01 0.28
H -19.0156 -15.3170 3.5837 0.21 -0.09 -0.04
```
Forces are in eV/Å.

Results
Orbital gap: 9.448 eV
Max |F|: 2.37 eV/Å
Spin multiplicity: 1
HOMO energy: -9.3 eV

Löwdin atomic charge list, values in e, 4 entries: number 1, C, carries -0.12; number 2, C, carries -0.26; number 3, C, carries -0.19; number 4, C, carries -0.21


5 unconnected molecules or ions with the total composition C20H40ClFO17S2 at a distorted geometry. Source: the OMol25 dataset; level of theory: ωB97M-V/def2-TZVPD.

```
81
Properties=species:S:1:pos:R:3:forces:R:3
O 4.9864 2.6442 2.1940 -3.12 -0.50 0.15
S 3.5681 2.2122 2.1633 2.70 1.18 0.43
O 3.4997 1.1258 0.8433 0.21 1.52 -0.18
F 4.3795 1.6544 -0.1577 -0.46 -0.39 0.10
O 2.6491 3.5734 1.7464 0.79 -1.99 -0.64
C 1.5685 3.0933 0.9215 -1.54 0.83 -0.79
C 0.4126 4.1428 0.7848 0.25 -0.76 -0.69
C -0.7897 3.3418 0.1412 0.58 0.21 1.01
C -1.6411 2.7750 1.3431 0.14 1.01 -1.77
S -1.9914 0.9801 1.2440 -0.48 -2.02 6.02
O -0.9133 0.3013 2.0213 -1.20 1.54 -2.74
O -3.2908 0.7466 1.9222 1.77 0.78 -2.68
Cl -1.9388 0.2706 -0.6878 -0.15 0.58 0.52
H 1.9217 2.9015 -0.1176 0.01 0.01 0.78
H 1.1203 2.1480 1.3047 0.44 0.45 0.05
H 0.7151 4.9528 0.0947 -0.02 -0.33 0.50
H 0.1165 4.5829 1.7555 0.24 -0.19 -0.47
H -0.3868 2.5090 -0.4764 -0.25 0.62 0.27
H -1.3837 4.0076 -0.5129 0.16 -0.56 0.40
H -1.0914 2.9118 2.2960 -0.42 -0.65 -0.50
H -2.5744 3.3738 1.3797 0.25 -0.95 0.15
C -1.9667 5.6999 -6.2708 -0.30 -0.06 0.02
C -1.0984 4.7719 -5.4455 0.23 0.33 -0.48
O -1.8036 4.2894 -4.2935 0.13 -0.12 0.14
C -2.6668 3.3009 -4.5264 -0.05 0.27 0.14
O -2.8817 2.7899 -5.5939 -0.03 -0.16 0.05
O -3.2599 2.9976 -3.3684 0.14 -0.04 -0.03
C -4.2783 2.0000 -3.4640 -0.34 -0.18 0.12
H -2.3673 6.5028 -5.6491 0.14 0.04 -0.01
H -1.3927 6.1374 -7.0885 0.03 -0.01 0.05
H -2.8184 5.1675 -6.6955 0.10 -0.05 -0.04
H -0.2335 5.3175 -5.0685 -0.11 -0.09 0.25
H -0.7217 3.9387 -6.0407 -0.18 -0.07 0.08
H -3.9073 1.1015 -3.9517 0.03 0.09 -0.05
H -5.1434 2.3952 -3.9968 0.09 -0.09 -0.12
H -4.5807 1.7433 -2.4508 0.16 0.17 0.03
C 4.2792 -1.7757 0.7649 -0.23 -0.37 0.00
C 5.2286 -2.5711 1.6378 0.21 0.27 -0.55
O 4.5825 -3.0047 2.8414 0.10 -0.10 0.17
C 3.7865 -4.0660 2.7111 0.00 0.28 0.10
O 3.5839 -4.6812 1.7002 -0.01 -0.16 -0.12
O 3.2380 -4.3173 3.9018 0.05 -0.04 0.05
C 2.2915 -5.3854 3.8906 -0.27 -0.28 0.15
H 3.8375 -0.9630 1.3287 0.14 -0.03 0.06
H 4.8018 -1.3659 -0.1009 0.02 0.03 0.07
H 3.4585 -2.3997 0.4076 0.12 -0.08 -0.04
H 6.0603 -1.9380 1.9468 -0.10 -0.07 0.26
H 5.6519 -3.4220 1.1013 -0.17 -0.08 0.10
H 2.7175 -6.2877 3.4535 -0.02 0.12 -0.11
H 1.3951 -5.0847 3.3477 0.09 -0.07 -0.10
H 2.0212 -5.5923 4.9240 0.14 0.19 0.02
C 4.2404 -1.8760 6.4692 0.25 -0.22 0.02
C 3.4840 -1.8184 7.7810 -0.05 0.45 -0.46
O 3.6889 -3.0102 8.5516 -0.10 -0.03 0.19
C 4.8477 -3.0742 9.2057 -0.20 -0.15 -0.18
O 5.7040 -2.2323 9.2168 0.15 0.13 0.08
O 4.8994 -4.2480 9.8405 -0.04 0.00 0.06
C 6.1309 -4.4822 10.5208 0.26 -0.18 0.22
H 3.9895 -2.7853 5.9208 -0.13 0.10 -0.04
H 4.0015 -1.0115 5.8482 -0.04 -0.03 0.02
H 5.3181 -1.8908 6.6365 -0.04 0.12 0.06
H 2.4134 -1.7613 7.5843 0.00 -0.25 0.16
H 3.7536 -0.9351 8.3627 0.13 -0.15 0.08
H 6.3768 -3.6584 11.1901 0.01 0.04 -0.15
H 6.9329 -4.6391 9.7991 0.01 0.14 0.05
H 6.0102 -5.3877 11.1118 -0.20 0.01 -0.12
C -8.7076 -1.6894 -7.9993 0.11 0.25 -0.10
C -7.8108 -2.4452 -7.0395 -0.57 -0.09 -0.02
O -6.4274 -2.2115 -7.3295 0.09 -0.10 0.11
C -5.9417 -1.0491 -6.8930 0.13 -0.15 -0.25
O -6.5492 -0.2130 -6.2788 -0.09 0.12 0.17
O -4.6647 -0.9682 -7.2662 -0.04 -0.08 0.04
C -4.0431 0.2738 -6.9293 0.30 0.24 -0.08
H -8.4434 -1.9217 -9.0327 -0.06 -0.13 0.05
H -9.7539 -1.9495 -7.8337 0.04 -0.04 0.01
H -8.5974 -0.6117 -7.8742 -0.03 -0.05 0.11
H -7.9708 -3.5171 -7.1550 0.28 0.01 -0.05
H -8.0323 -2.1945 -6.0008 0.14 0.14 -0.06
H -4.1637 0.5027 -5.8767 -0.15 0.03 -0.08
H -4.4540 1.0759 -7.5420 -0.06 0.02 0.16
H -2.9810 0.1812 -7.1443 -0.09 -0.20 -0.07
```
Forces are in eV/Å.

Results
Orbital gap: 9.832 eV
Max |F|: 6.37 eV/Å
Spin multiplicity: 1
HOMO energy: -10.7 eV
Relative energy (zero: lowest compared OMol25 entry of this formula, charge and spin): 37.6 kcal/mol

Löwdin atomic charge list, values in e, 4 entries: number 1, O, carries -0.39; number 2, S, carries 1.05; number 3, O, carries -0.30; number 4, F, carries -0.08